Density functional theory data (the ωB97M-V functional and the def2-TZVPD basis) for a 7-piece molecular cluster, C38H80F10N7O12S6 overall in a non-equilibrium geometry.

Each line ends with the Mulliken charge.
Cartesian coordinates (Å):
1 C 3.440 1.650 -2.088  -0.905
2 C 2.646 2.725 -2.820  -0.975
3 C 1.205 2.937 -2.459  0.891
4 N 0.391 3.772 -3.535  0.268
5 C 1.158 5.137 -3.802  -0.865
6 C 1.281 6.075 -2.528  -0.184
7 C -0.162 6.378 -2.095  -1.373
8 C -0.989 5.057 -1.834  0.287
9 C -0.976 3.994 -2.916  -0.703
10 C 0.160 2.922 -4.850  -0.821
11 H 3.553 1.856 -1.023  0.025
12 H 4.412 1.535 -2.568  0.449
13 H 2.930 0.696 -2.217  0.021
14 H 2.724 2.457 -3.873  0.343
15 H 3.097 3.702 -2.645  0.373
16 H 1.179 3.512 -1.533  -0.305
17 H 0.614 2.028 -2.352  -0.131
18 H 2.140 4.829 -4.160  0.484
19 H 0.537 5.709 -4.492  0.574
20 H 1.893 5.686 -1.714  0.069
21 H 1.692 7.015 -2.894  0.469
22 H -0.161 6.857 -1.115  0.455
23 H -0.681 7.044 -2.785  0.355
24 H -0.642 4.662 -0.879  -0.297
25 H -2.055 5.240 -1.694  0.770
26 H -1.403 3.086 -2.489  0.065
27 H -1.681 4.309 -3.685  0.675
28 H 1.067 2.921 -5.455  0.358
29 H -0.664 3.394 -5.385  0.383
30 H -0.062 1.920 -4.484  0.272
31 C -4.911 -3.505 1.576  -1.512
32 C -3.561 -4.181 1.777  -0.301
33 C -2.460 -3.740 0.852  1.244
34 N -1.088 -4.428 1.320  0.481
35 C -0.099 -4.160 0.081  0.289
36 C 1.344 -4.563 0.360  -0.592
37 C 1.810 -4.001 1.773  0.196
38 C 0.870 -4.267 3.000  -1.157
39 C -0.542 -3.718 2.593  -0.319
40 C -1.175 -5.966 1.528  -1.264
41 H -5.299 -3.827 0.609  0.381
42 H -4.934 -2.416 1.582  0.126
43 H -5.740 -3.721 2.249  0.496
44 H -3.687 -5.259 1.676  0.236
45 H -3.369 -3.922 2.819  0.193
46 H -2.197 -2.683 0.853  -1.121
47 H -2.790 -3.935 -0.168  0.500
48 H 0.021 -3.083 -0.042  -0.695
49 H -0.556 -4.561 -0.824  0.730
50 H 1.938 -4.123 -0.442  -0.005
51 H 1.279 -5.638 0.191  0.351
52 H 1.956 -2.930 1.636  -0.473
53 H 2.805 -4.414 1.939  0.674
54 H 1.140 -3.565 3.788  0.543
55 H 1.025 -5.307 3.290  0.381
56 H -0.416 -2.686 2.266  0.036
57 H -1.337 -3.889 3.320  0.480
58 H -1.521 -6.474 0.628  0.243
59 H -1.839 -6.062 2.388  0.430
60 H -0.151 -6.255 1.766  0.607
61 C -0.168 0.950 4.885  -1.082
62 C -1.706 0.918 4.535  -0.584
63 C -2.030 1.166 3.026  0.928
64 N -3.518 1.468 2.763  0.114
65 C -3.871 2.903 3.293  -0.732
66 C -3.162 4.058 2.458  -0.770
67 C -3.293 3.838 0.908  -0.872
68 C -2.963 2.429 0.489  1.069
69 C -3.818 1.369 1.236  -0.653
70 C -4.429 0.451 3.409  -1.072
71 H 0.084 1.215 5.912  0.422
72 H 0.272 1.745 4.285  0.155
73 H 0.400 0.067 4.592  0.154
74 H -2.228 1.703 5.081  0.256
75 H -2.160 0.060 5.030  0.415
76 H -1.914 0.177 2.583  -0.542
77 H -1.319 1.897 2.641  0.067
78 H -3.646 2.982 4.357  0.470
79 H -4.960 2.935 3.258  0.574
80 H -2.185 4.317 2.867  0.246
81 H -3.728 4.985 2.548  0.522
82 H -2.773 4.584 0.308  0.115
83 H -4.367 3.941 0.754  0.380
84 H -1.903 2.179 0.522  -0.751
85 H -3.211 2.338 -0.569  0.587
86 H -3.571 0.363 0.897  0.011
87 H -4.894 1.530 1.179  0.594
88 H -5.490 0.604 3.212  0.393
89 H -4.245 0.541 4.480  0.456
90 H -4.179 -0.520 2.980  0.323
91 C 4.163 -2.758 -2.799  -1.236
92 C 5.155 -2.581 -1.641  -0.610
93 C 4.542 -1.859 -0.407  1.164
94 N 5.541 -1.175 0.605  0.679
95 C 6.488 -0.284 -0.241  -0.300
96 C 7.531 0.459 0.673  -0.468
97 C 8.383 -0.568 1.488  -0.834
98 C 7.534 -1.763 2.115  -0.800
99 C 6.402 -2.316 1.231  -0.667
100 C 4.737 -0.462 1.742  -0.920
101 H 3.389 -3.476 -2.527  0.275
102 H 4.661 -3.059 -3.721  0.442
103 H 3.632 -1.816 -2.938  0.186
104 H 5.879 -1.948 -2.154  0.240
105 H 5.746 -3.478 -1.454  0.347
106 H 3.859 -2.498 0.152  0.052
107 H 4.038 -0.969 -0.782  -0.778
108 H 7.101 -0.941 -0.859  0.438
109 H 5.850 0.402 -0.798  -0.143
110 H 8.259 1.037 0.105  0.502
111 H 6.947 1.144 1.287  0.168
112 H 9.087 -0.972 0.760  0.330
113 H 9.015 -0.145 2.269  0.373
114 H 8.188 -2.604 2.347  0.463
115 H 7.240 -1.443 3.115  0.377
116 H 6.836 -2.755 0.333  0.431
117 H 5.712 -3.009 1.713  0.405
118 H 4.112 0.261 1.218  0.236
119 H 5.364 0.028 2.487  0.495
120 H 4.098 -1.269 2.102  0.227
121 N -0.845 -0.870 0.453  -0.078
122 S 0.408 -0.124 0.292  -0.001
123 O 0.293 1.328 0.196  -0.235
124 O 1.517 -0.849 -0.320  -0.210
125 F 0.802 -0.268 1.885  -0.561
126 S -1.166 -0.739 -1.176  1.038
127 O -0.657 -1.752 -2.103  -0.705
128 O -1.468 0.569 -1.758  -0.488
129 F -2.675 -1.279 -0.981  -0.094
130 N 2.998 4.166 2.832  -0.619
131 S 2.274 3.546 1.669  0.781
132 O 2.601 2.162 1.430  -0.042
133 O 1.806 4.337 0.501  -0.426
134 F 0.863 3.482 2.424  -0.362
135 S 4.460 4.133 1.938  0.954
136 O 4.455 4.912 0.672  -0.558
137 O 5.046 2.798 1.916  -0.552
138 F 5.418 4.911 3.024  -0.284
139 C -5.415 -3.150 -3.010  0.643
140 F -4.604 -2.636 -2.022  -0.310
141 F -5.202 -2.450 -4.119  -0.191
142 F -5.078 -4.418 -3.180  -0.229
143 S -7.311 -3.060 -2.370  1.013
144 O -7.372 -4.224 -1.519  -0.659
145 O -7.525 -1.811 -1.634  -0.568
146 N -8.248 -3.426 -3.822  -0.433
147 S -8.619 -2.012 -4.279  1.029
148 O -9.959 -1.565 -3.774  -0.656
149 O -7.523 -1.071 -4.316  -0.585
150 C -9.103 -2.196 -6.262  0.577
151 F -8.208 -2.873 -6.905  -0.206
152 F -10.287 -2.783 -6.251  -0.226
153 F -9.347 -0.991 -6.790  -0.229

The energy relative to the best compared isomer or geometry (same formula, charge and spin) is 0.0 kJ/mol. The calculation puts the total energy at -167874.39047 eV. As for the net charge: +1. The frontier orbital gap comes out at 6.46 eV. As for the spin multiplicity: 1. The lowest unoccupied orbital energy is -2.8158 eV.